22
Properties=species:S:1:pos:R:3:forces:R:3:mulliken_charge:R:1 method="wB97M-V/def2-TZVPD" gap_ev="3.30 / 7.22" homo_ev="0.13 / -3.80" e_above_lowest_kj_mol=133.5 total_charge=-1 spin_multiplicity=2
O 3.116 1.940 0.292 1.51 -0.22 0.39 -0.681
O 0.027 0.111 3.378 0.82 -0.98 1.63 -0.704
N -1.674 -1.490 0.828 0.19 -0.14 0.82 -0.584
N 1.357 -0.666 -2.095 0.17 0.14 0.05 -0.583
C -2.805 -0.775 0.926 -0.77 0.43 -0.07 -0.683
C -0.750 -1.219 -0.181 0.78 0.76 -0.73 -0.868
C -0.234 0.241 -0.321 0.31 0.64 0.61 0.156
C 0.605 0.516 -1.577 -0.26 -1.50 -0.52 -0.635
H 2.608 1.127 0.272 -0.58 0.30 -0.14 0.345
H 1.287 -0.719 -3.098 -0.07 -0.17 -0.03 0.204
H 1.440 1.162 -1.417 -0.24 1.39 0.23 0.278
H 2.619 2.724 0.096 -0.85 -0.09 -0.16 0.317
H 0.149 -1.830 -0.039 -0.03 -0.24 0.23 0.120
H -0.083 1.013 3.128 -0.41 0.36 -1.01 0.297
H -3.487 -1.001 1.725 -0.10 -0.40 0.50 0.248
H -3.243 0.036 0.325 0.81 -0.06 -0.51 0.333
H -0.153 -0.554 2.705 -0.65 0.51 -0.70 0.342
H -1.074 0.935 -0.224 -0.22 -0.15 -0.61 0.289
H -0.079 0.873 -2.348 0.22 0.26 -0.19 0.338
H 0.347 0.599 0.538 0.24 -0.73 0.36 -0.202
H -1.065 -1.478 -1.221 -0.52 -0.07 -0.08 0.407
H 1.093 -1.547 -1.691 -0.34 -0.06 -0.05 0.267